Below is a cluster of 6 separate species, C32H74N7O8 in total at a distorted geometry, with properties calculated with ωB97M-V with the def2-TZVPD basis set.

Summary:
Kohn-Sham gap   7.556 eV

The geometry in ORCA input format:
```
! wB97M-V def2-TZVPD RIJCOSX def2/J DEFGRID3
* xyz 3 1
H -1.17 0.58 -5.92
H 0.45 -1.62 -3.45
H 1.45 2.04 -0.34
H 3.04 -2.45 -3.46
H 0.87 1.34 -2.57
H -1.73 0.73 6.93
C -1.41 4.18 1.27
H 1.68 -0.65 1.05
H 2.42 -1.73 1.86
H -0.22 2.19 -0.67
H -0.29 -0.03 2.96
H 0.48 -1.92 -5.10
H -1.83 -1.85 -0.72
O -1.68 -1.43 -6.01
H -4.28 3.46 -4.99
C -1.20 -2.72 -4.10
H 3.19 -4.06 -4.39
H -0.65 5.03 4.13
C 5.86 0.04 -0.92
C -2.81 2.54 -2.90
N 0.26 -2.33 -4.19
N -2.71 0.53 -1.39
H -1.37 -2.96 -3.06
H -1.77 2.43 -3.20
H -2.35 2.53 -0.82
C -3.41 2.35 5.46
C 0.89 -0.50 7.01
C -2.83 -0.07 -0.01
H -3.17 2.75 6.45
H -0.46 -1.60 1.31
C 2.75 1.91 4.55
H -4.06 2.13 -1.21
H 0.84 -2.19 -0.64
H 2.62 1.68 5.60
H 4.56 -1.80 -5.37
C -3.66 2.56 -5.05
H -1.20 -0.11 -7.51
O 0.36 0.90 0.86
C 3.44 -1.23 0.13
C -2.77 -1.59 -0.22
H 1.82 0.14 -1.65
H 1.81 -1.07 7.12
N -2.27 1.54 5.07
O 5.61 -0.15 0.46
H -3.09 3.60 -2.83
C -0.80 0.44 3.79
H -1.74 -0.62 -4.09
C -1.53 0.75 5.87
H -2.72 0.27 -6.67
H 4.04 -2.13 -0.02
O -3.61 1.83 -3.83
H -1.82 0.23 -1.82
H -0.74 -3.26 1.01
H 1.28 -0.68 4.94
H 0.04 -1.83 5.44
H 3.18 -0.90 -0.88
H -1.94 0.25 0.54
C 0.16 4.35 3.95
H 2.24 -3.85 2.72
H 3.79 0.85 0.84
H -1.88 4.67 0.42
H 3.76 -1.65 -6.95
H -3.00 -3.54 -1.80
C 4.25 -0.14 0.83
H -4.12 1.89 -5.77
C 1.18 -3.90 2.97
H 0.62 4.10 0.61
C -3.01 1.99 -1.49
H -1.29 -3.56 -4.79
C -1.96 -1.55 -4.64
C 0.06 -2.57 1.28
H -2.01 4.39 2.15
C -1.74 1.42 3.81
H 4.20 -3.22 -6.38
H 1.12 -3.91 4.06
H -1.42 3.10 1.06
N 1.79 2.87 4.03
C 1.23 -2.51 0.33
H -2.22 1.89 2.96
C 0.53 1.42 -0.44
H -2.68 2.83 -5.46
O 2.56 -2.34 -5.40
C 3.83 -2.25 -6.04
H -2.81 -2.07 0.75
C -3.97 -3.28 -1.36
C 2.65 -3.14 -4.22
H 0.68 -4.82 2.66
H -4.77 -3.48 -2.07
O 0.45 -2.71 2.65
C 0.83 0.60 -1.76
C -1.71 -0.13 -6.55
H 5.54 1.01 -1.32
H 2.20 2.84 1.93
H 1.12 0.56 7.10
O -3.87 -1.87 -1.07
C 0.85 3.56 4.81
H 0.18 5.62 1.25
H -3.79 0.25 0.38
H -3.51 3.20 4.79
H -4.35 1.81 5.56
C 0.05 4.55 1.42
H 2.71 1.04 3.89
N 2.20 -1.54 0.88
H 0.80 3.46 5.88
C 1.19 -3.48 -3.90
N -0.63 0.12 5.12
H -3.44 0.05 -1.92
N 0.66 4.12 2.67
H 0.16 -0.81 7.76
O -0.09 -0.38 -2.17
H 0.82 -4.35 -4.43
H 6.94 0.02 -1.02
C 0.41 -0.81 5.58
H 3.75 2.31 4.44
H 1.79 -3.45 0.33
H -3.05 -1.69 -4.54
H -4.11 -3.84 -0.44
H 5.37 -0.71 -1.55
C 1.62 3.21 2.76
H 1.08 -3.59 -2.82
H 4.35 -0.46 1.87
*
```

***

Below is the molecule C3H7NO3 at a distorted geometry, with properties calculated with ωB97M-V with the def2-TZVPD basis set.

Summary:
Kohn-Sham gap   11.009 eV
SMILES   [H]/N=C/C(O)(O)CO
Energy above the lowest of the compared OMol25 structures with the same formula, charge and spin   71.7 kcal/mol

The geometry in ORCA input format:
```
! wB97M-V def2-TZVPD RIJCOSX def2/J DEFGRID3
* xyz 0 1
N -2.09 1.04 0.08
H -0.51 1.22 -1.37
C -0.07 -0.28 -0.01
O 0.25 -1.10 -1.14
H 0.78 -1.86 -0.94
H -2.63 1.78 -0.42
H 1.76 0.06 -1.11
H 1.54 -0.80 1.43
C 1.30 0.06 0.72
O -0.86 -1.19 0.82
H 1.09 0.91 1.47
H -1.77 -0.93 1.15
C -0.99 0.77 -0.45
O 2.20 0.31 -0.22
*
```

***

Below is a structure of composition C23H32Br12NO3P at a distorted geometry, with properties calculated with ωB97M-V with the def2-TZVPD basis set.

Summary:
Kohn-Sham gap   7.133 eV

The geometry in ORCA input format:
```
! wB97M-V def2-TZVPD RIJCOSX def2/J DEFGRID3
* xyz 0 1
C -4.36 0.18 -1.84
Br 4.43 1.10 -3.92
H -5.10 -0.57 -2.16
O 1.74 0.44 3.33
H -1.53 4.04 7.83
C -0.78 0.57 -0.46
H 0.27 -3.55 0.42
C 0.07 -0.19 1.63
H -4.59 0.40 -0.79
H 3.77 -0.01 -1.16
C -0.04 3.21 4.34
C -0.83 -1.27 1.49
H 4.77 3.15 -2.59
C -0.45 -4.31 -2.04
C -2.49 -3.67 -0.72
C -0.60 -2.09 2.74
H 0.23 -1.32 4.46
O -1.15 -3.08 3.18
C 0.97 1.96 0.67
H 4.21 2.37 -0.37
Br -0.56 -0.03 -9.02
C -1.75 4.81 8.56
C 4.46 3.00 -3.62
Br -0.91 4.28 10.21
C -0.38 -0.12 -7.10
H -1.23 0.94 -3.42
Br -1.01 6.45 7.88
C 0.88 -0.28 2.89
H -2.53 -3.24 1.40
C -1.82 0.03 -3.56
C 3.51 1.68 0.12
H 1.86 0.90 -1.02
H -3.38 -4.32 -0.66
H 0.31 -5.09 -2.20
Br -1.05 4.42 3.23
P -2.70 -0.61 -2.07
H -1.11 -0.76 -3.86
C -1.69 -1.48 0.44
H -3.65 -2.30 0.44
H -0.84 -4.66 1.37
H 2.05 2.64 -1.15
C -0.28 -4.50 0.45
C 0.06 0.74 0.62
Br 0.58 -1.69 -6.54
H 0.52 2.57 3.68
C -2.62 -2.68 0.47
H -4.49 1.04 -2.50
Br 0.40 1.49 -6.39
H -2.54 -3.19 -1.70
C -1.64 -0.50 -0.58
H -1.15 -4.35 -2.89
O 5.39 0.14 0.16
Br -3.67 4.90 8.72
Br 1.23 4.14 5.45
C 4.01 0.25 -0.12
H 3.54 1.91 1.19
H 5.66 -0.78 0.03
Br -1.20 2.07 5.39
H 1.46 2.09 1.63
H -0.76 1.34 -1.23
H -1.62 -5.66 -0.83
H 3.44 -0.42 0.55
C -1.24 -4.63 -0.75
H 0.03 -3.32 -1.98
Br 2.71 3.78 -3.80
N 0.45 -1.49 3.48
H 0.45 -5.32 0.36
H 0.36 2.85 0.46
Br 5.76 3.89 -4.72
H -1.38 -0.19 -6.69
C 2.06 1.81 -0.44
H -2.54 0.10 -4.39
*
```

***

| no. | calculated total energy (eV) | E_HOMO (eV) |
| --- | --- | --- |
| 1 | -61166.567 | -14.008 |
| 2 | -10855.257 | -10.240 |
| 3 | -881800.039 | -7.812 |